Entry 1:
Here is the molecule C8H7N at a distorted geometry from OMol25. Energies are from ωB97M-V/def2-TZVPD.

For the highest occupied orbital energy, the calculation gives -7.31 eV. The total energy is -9896.8107 eV. As for the LUMO energy: 1.0 eV. The value obtained for the HOMO-LUMO gap is 8.329 eV.

Element x y z (Å)
C 1.38 -1.81 -0.84
C 0.36 -1.24 -1.55
C -0.21 -0.16 -0.64
C -1.16 0.82 -0.93
C -1.66 1.65 0.08
C -0.82 1.60 1.30
C 0.12 0.62 1.48
C 1.43 -1.21 0.45
H 1.91 -2.57 -1.32
H -0.05 -1.91 -2.55
H -1.63 0.93 -1.90
H -2.43 2.43 -0.09
H -1.24 2.05 2.22
H 0.78 0.61 2.45
H 2.20 -1.64 1.22
N 0.56 -0.22 0.56

=====

Entry 2:
Here is the molecule C8H7N3 at a distorted geometry from OMol25. Energies are from ωB97M-V/def2-TZVPD.

For the highest occupied orbital energy, the calculation gives -8.56 eV. The total energy is -12878.5493 eV. As for the LUMO energy: 0.1 eV. The value obtained for the HOMO-LUMO gap is 8.622 eV.

Element x y z (Å)
C 1.35 -0.35 0.28
C 1.53 -0.12 1.68
C 0.46 0.62 2.28
C -0.86 0.52 0.44
C -2.11 0.86 -0.17
C -2.26 0.65 -1.49
C -0.43 -0.67 -1.61
C 0.06 -0.10 -0.33
H 3.22 -1.17 -0.43
H 1.69 -1.58 -1.10
H 2.56 -0.31 1.95
H 0.64 0.70 3.33
H -2.88 1.46 0.44
H -3.08 1.08 -2.04
H 0.13 -1.24 -2.24
N 2.26 -0.93 -0.55
N -0.75 0.85 1.74
N -1.53 -0.24 -2.18

=====

Entry 3:
Here is the molecule C8H7N3O at a distorted geometry from OMol25. Energies are from ωB97M-V/def2-TZVPD.

For the highest occupied orbital energy, the calculation gives -8.36 eV. The total energy is -14920.7482 eV. As for the LUMO energy: 0.4 eV. The value obtained for the HOMO-LUMO gap is 8.743 eV.

Element x y z (Å)
C -2.72 -0.91 0.70
C -1.48 -0.69 0.07
C -0.30 -1.39 -0.42
C 0.93 -0.92 -0.62
C 1.28 0.45 -0.10
C 0.58 1.47 -0.97
C 0.15 -0.08 1.95
C -0.74 1.57 -0.89
N -3.45 0.22 0.79
N -2.65 1.20 0.23
N -1.56 0.68 -0.11
O 0.79 0.84 1.21
H -3.21 -1.81 1.07
H -0.52 -2.51 -0.64
H 1.62 -1.69 -0.85
H 2.27 0.63 0.08
H 1.13 2.14 -1.60
H -0.15 0.50 2.81
H -1.43 2.24 -1.39

=====

Entry 4:
Here is an isolated ion of composition C8H7N4S and charge +1 at a distorted geometry from OMol25. Energies are from ωB97M-V/def2-TZVPD.

For the highest occupied orbital energy (spin up / spin down), the calculation gives -11.76 / -11.81 eV. The total energy is -25193.9481 eV. As for the LUMO energy (spin up / spin down): -7.5 / -7.5 eV. The value obtained for the HOMO-LUMO gap (spin up / spin down) is 4.300 / 4.339 eV. Its total charge is +1.

Element x y z (Å)
C 0.22 -2.85 1.86
C -1.04 -2.25 2.26
C 1.05 -2.29 0.93
C -1.48 -1.05 1.76
C 0.51 -1.22 0.23
C -0.75 -0.54 0.72
C 0.13 0.48 -0.95
C 0.07 2.56 -2.30
N 0.94 -0.63 -0.88
N -0.94 0.55 -0.12
N 0.50 1.25 -2.02
N 0.34 3.64 -1.54
S 1.27 3.84 -0.23
H 0.62 -3.59 2.46
H -1.61 -2.95 2.92
H 1.98 -2.80 0.62
H -2.33 -0.52 1.94
H -0.55 2.92 -3.10
H 1.20 0.96 -2.77
H -0.14 4.48 -1.79

=====

Entry 5:
Here is the molecule C8H7NO2 at a distorted geometry from OMol25. Energies are from ωB97M-V/def2-TZVPD.

For the highest occupied orbital energy, the calculation gives -8.33 eV. The total energy is -13990.4325 eV. As for the LUMO energy: 0.3 eV. The value obtained for the HOMO-LUMO gap is 8.614 eV.

Element x y z (Å)
C 0.41 1.34 3.26
C 0.48 0.82 1.90
C 1.64 1.20 1.12
C 1.74 0.83 -0.31
C 0.77 -0.19 -0.62
C -1.08 -0.94 -1.86
C -0.50 -0.29 0.13
C -0.66 0.02 1.38
H -0.84 1.45 3.34
H 0.66 0.64 4.28
H 1.04 2.34 3.62
H 2.44 1.88 1.61
H 2.57 0.98 -0.94
H 0.61 -0.38 -2.84
H -1.57 -0.13 1.88
N 0.49 -0.96 -1.75
O -1.70 -1.20 -2.99
O -1.45 -0.90 -0.59

=====

Entry 6:
Here is the molecule C8H7NO2 at a distorted geometry from OMol25. Energies are from ωB97M-V/def2-TZVPD.

For the highest occupied orbital energy (spin up / spin down), the calculation gives -7.10 / -7.10 eV. The total energy is -13990.3261 eV. As for the LUMO energy (spin up / spin down): 0.4 / 0.4 eV. The value obtained for the HOMO-LUMO gap (spin up / spin down) is 7.508 / 7.506 eV.

Element x y z (Å)
C -2.37 -0.03 -0.07
C -1.77 1.14 0.31
C -1.49 -1.07 -0.27
C -0.52 1.20 0.91
C -0.10 -1.02 -0.13
C 0.36 0.03 0.81
C 0.48 -1.84 -1.00
C 1.79 0.61 0.34
N 1.14 -2.30 -1.91
O 2.71 0.14 -0.34
O 1.86 1.97 0.73
H -3.37 0.02 -0.29
H -2.37 2.12 0.25
H -1.74 -2.06 -0.67
H -0.06 2.06 1.31
H 1.02 -0.24 1.68
H 1.67 -3.09 -2.12
H 2.77 2.37 0.47

=====

Entry 7:
Here is the molecule C8H7NOS at a distorted geometry from OMol25. Energies are from ωB97M-V/def2-TZVPD.

For the highest occupied orbital energy (spin up / spin down), the calculation gives -7.63 / -7.62 eV. The total energy is -22776.2301 eV. As for the LUMO energy (spin up / spin down): -0.6 / -0.6 eV. The value obtained for the HOMO-LUMO gap (spin up / spin down) is 7.016 / 7.017 eV.

Element x y z (Å)
C 0.78 -0.06 -0.12
C -1.88 -0.53 3.35
C -1.08 -0.08 2.29
C -2.48 -1.75 3.07
C -1.04 -0.87 1.05
C 1.48 -0.11 -2.09
C -0.31 -0.62 0.00
C 2.04 1.72 -3.24
N 1.41 0.70 -1.02
O 2.10 0.34 -3.21
S -2.17 -2.16 1.36
H -1.93 -0.31 4.39
H -0.45 0.86 2.44
H -3.26 -2.28 3.47
H 0.84 -1.11 -2.08
H 2.41 2.14 -4.15
H 2.60 2.19 -2.37
H 0.96 1.93 -3.13

=====

Entry 8:
Here is a 35-piece molecular cluster, C8H86N2O36P overall at a distorted geometry from OMol25. Energies are from ωB97M-V/def2-TZVPD.

For the highest occupied orbital energy, the calculation gives -12.11 eV. The total energy is -95666.9536 eV. As for the LUMO energy: -2.8 eV. The value obtained for the HOMO-LUMO gap is 9.327 eV. Its total charge is +1.

Element x y z (Å)
C 4.45 -1.61 2.29
C 3.07 -1.23 1.84
O 2.19 -0.99 2.64
O 2.75 -1.18 0.51
C 3.42 -0.12 -0.21
C 2.44 0.93 -0.75
C 1.00 0.42 -0.89
P -0.10 0.63 0.53
N -0.04 2.19 1.15
N -1.66 0.40 0.00
C -2.26 -0.68 0.38
C -3.75 -0.63 0.61
C -1.63 -2.02 0.57
H 4.36 -2.11 3.25
H 4.95 -2.27 1.59
H 5.03 -0.69 2.43
H 4.09 0.39 0.47
H 3.99 -0.54 -1.05
H 2.51 1.84 -0.16
H 2.76 1.21 -1.75
H 0.55 1.00 -1.71
H 0.95 -0.64 -1.14
H 0.29 -0.24 1.56
H -1.01 2.43 1.39
H 0.43 2.16 2.06
H -4.25 -1.03 -0.27
H -4.02 -1.16 1.51
H -4.06 0.41 0.69
H -2.07 -2.69 -0.19
H -1.88 -2.48 1.53
H -0.55 -2.03 0.44
O -3.04 -4.28 -1.15
H -2.86 -4.42 -2.09
H -3.64 -5.00 -0.92
O -3.63 3.25 -0.50
H -2.78 2.95 -0.18
H -3.98 2.49 -0.98
O 3.57 3.43 -2.27
H 4.29 4.05 -2.45
H 2.77 3.91 -2.52
O 1.57 4.72 0.31
H 1.88 4.58 -0.58
H 1.00 3.96 0.45
O 0.65 1.96 -3.53
H -0.24 1.68 -3.77
H 1.01 2.28 -4.36
O 3.90 -2.44 -3.44
H 3.50 -2.09 -2.64
H 4.84 -2.25 -3.33
O -5.65 6.02 -0.07
H -4.79 5.71 0.24
H -6.01 5.27 -0.56
O 5.96 1.68 0.35
H 6.89 1.88 0.48
H 5.51 2.17 1.04
O -4.26 -3.12 2.57
H -5.21 -3.04 2.72
H -3.95 -3.57 3.36
O 6.37 -2.75 -1.45
H 5.78 -2.72 -0.69
H 6.18 -3.61 -1.85
O 7.65 0.60 -1.98
H 7.06 0.64 -1.21
H 7.46 -0.26 -2.37
O -7.67 4.10 1.24
H -6.96 4.72 1.03
H -8.47 4.65 1.20
O -0.19 3.95 -5.24
H 0.52 4.59 -5.41
H -0.99 4.47 -5.35
O -2.08 0.86 -4.10
H -2.29 0.60 -3.19
H -2.78 0.45 -4.63
O -5.91 -5.76 1.34
H -5.14 -5.25 1.63
H -6.19 -5.31 0.53
O 1.86 -3.01 -5.79
H 2.38 -3.20 -6.58
H 2.48 -2.57 -5.19
O -6.28 -3.19 0.20
H -5.39 -2.93 0.47
H -6.86 -2.82 0.87
O 9.34 1.27 -4.27
H 8.69 1.91 -4.59
H 9.10 1.13 -3.35
O -4.20 -7.80 3.10
H -4.88 -7.21 2.78
H -4.50 -8.04 3.99
O 6.56 0.32 3.45
H 7.46 0.40 3.11
H 6.68 0.02 4.36
O 6.08 2.17 -3.70
H 5.13 2.30 -3.62
H 6.36 1.81 -2.84
O 2.17 7.68 -0.70
H 3.06 8.01 -0.58
H 2.16 6.82 -0.26
O -2.89 6.92 1.33
H -2.17 7.53 1.13
H -3.68 7.47 1.32
O -0.77 8.53 2.40
H 0.12 8.60 2.04
H -0.64 8.24 3.30
O -7.57 4.32 -1.75
H -8.17 5.00 -2.08
H -7.92 4.09 -0.88
O -5.24 -5.58 4.72
H -6.19 -5.53 4.86
H -4.90 -5.96 5.54
O -0.04 4.47 -1.87
H -0.81 4.39 -1.30
H -0.04 3.64 -2.38
O -3.04 -10.62 4.30
H -2.27 -10.12 4.57
H -3.33 -10.19 3.48
O 0.78 1.15 3.87
H 0.80 0.32 3.39
H 1.58 1.11 4.40
O -4.65 0.35 -5.74
H -5.53 0.03 -5.98
H -4.29 0.68 -6.56
O 4.28 2.37 2.58
H 3.38 2.58 2.83
H 4.69 2.00 3.38
O -6.65 -9.67 2.79
H -5.88 -9.15 3.06
H -6.95 -9.25 1.98
O 10.42 2.51 -1.29
H 9.52 2.23 -1.44
H 10.73 2.79 -2.16
O -3.72 -11.24 7.11
H -4.59 -11.62 6.92
H -3.41 -10.92 6.25